P) # C2H6ClNO3S

2 unconnected molecules or ions with the total composition C2H6ClNO3S (wB97M-V/def2-TZVPD, OMol25).

```
14
Properties=species:S:1:pos:R:3:lowdin_charge:R:1
C 1.914 0.883 -1.209 0.040
C 0.201 -0.694 -0.849 -0.851
N -1.617 -0.534 1.280 -0.087
O -0.132 1.386 0.533 -0.343
O -2.018 0.674 -0.938 -0.305
O 1.258 -0.243 -1.428 -0.099
S -0.950 0.377 -0.030 0.529
Cl -0.635 -2.096 -1.373 0.720
H 1.502 -0.855 1.945 0.060
H 1.278 1.680 -0.641 0.105
H 2.627 0.987 -1.975 0.066
H 0.958 -0.388 1.927 0.025
H -2.236 -1.230 0.816 0.056
H -2.149 0.053 1.941 0.082
```

The highest occupied orbital energy (spin up / spin down) comes out at -8.5 / -8.4 eV. The calculation puts the LUMO energy (spin up / spin down) at -0.3 / 0.1 eV.

Q) # C2H6ClNO3S

A single C2H6ClNO3S molecule (wB97M-V/def2-TZVPD, OMol25).

```
14
Properties=species:S:1:pos:R:3:lowdin_charge:R:1
C -1.234 -0.891 0.356 -0.559
C -0.399 0.010 -0.499 -0.493
N -0.392 1.468 -0.367 0.038
O 2.320 0.522 -0.832 -0.305
O 1.685 -1.826 -0.279 -0.275
O 1.509 0.043 1.368 -0.150
S 1.424 -0.422 -0.186 0.660
Cl -2.900 -0.626 -0.215 0.600
H -1.042 -0.689 1.516 0.152
H -1.076 -1.875 0.204 0.025
H -0.375 -0.163 -1.555 0.115
H -0.410 2.011 -1.192 0.076
H 2.088 0.740 1.468 0.037
H -1.195 1.697 0.215 0.080
```

The highest occupied orbital energy comes out at -10.2 eV. The calculation puts the LUMO energy at 0.6 eV. Its SMILES is N[C@H](CCl)S(=O)(=O)O.

Which of them is the most stable, and which is the least stable? Q) and P), in that order.

P) # C18H18N4S

A single C18H18N4S molecule (wB97M-V/def2-TZVPD, OMol25).

```
41
Properties=species:S:1:pos:R:3:lowdin_charge:R:1
C 1.289 2.751 0.243 -0.069
H 0.369 2.319 0.629 0.042
H 1.410 3.746 0.664 0.077
H 1.205 2.832 -0.838 0.072
C 2.483 1.877 0.622 -0.198
N 2.371 0.557 0.058 0.008
C 1.977 -0.612 0.661 -0.367
N 1.947 -1.627 -0.152 0.173
C 2.325 -1.141 -1.374 -0.222
C 2.469 -1.786 -2.598 -0.016
C 2.881 -1.030 -3.674 -0.102
C 3.151 0.335 -3.551 -0.101
C 3.013 0.995 -2.347 -0.027
C 2.594 0.243 -1.261 -0.163
H 3.229 2.050 -2.262 0.104
H 3.476 0.886 -4.422 0.098
H 3.002 -1.499 -4.639 0.097
H 2.263 -2.841 -2.686 0.109
C 1.673 -0.752 2.103 -0.350
H 2.539 -0.523 2.726 0.086
H 1.327 -1.769 2.278 0.085
S 0.367 0.381 2.698 0.989
C -0.994 -0.275 1.835 -0.611
N -0.977 -1.412 1.207 0.136
C -2.230 -1.540 0.666 -0.221
C -2.773 -2.557 -0.109 -0.012
C -4.085 -2.418 -0.512 -0.100
C -4.849 -1.304 -0.160 -0.102
C -4.328 -0.281 0.608 -0.025
C -3.011 -0.413 1.013 -0.171
N -2.185 0.394 1.765 -0.078
C -2.530 1.647 2.372 -0.034
H -1.637 2.084 2.817 0.060
H -2.932 2.329 1.619 0.099
H -3.281 1.500 3.152 0.100
H -4.921 0.579 0.879 0.104
H -5.873 -1.242 -0.497 0.098
H -4.539 -3.190 -1.115 0.098
H -2.177 -3.413 -0.379 0.112
H 2.552 1.793 1.709 0.097
H 3.408 2.329 0.250 0.125
```

The highest occupied orbital energy comes out at -8.1 eV. The calculation puts the LUMO energy at 0.5 eV. Its SMILES is CCn1c(CSc2nc3ccccc3n2C)nc2ccccc21.

Q) # C18H18N4S

A single C18H18N4S molecule (wB97M-V/def2-TZVPD, OMol25).

```
41
Properties=species:S:1:pos:R:3:lowdin_charge:R:1
N -0.067 3.131 -1.471 0.161
N 3.394 -0.775 -3.974 0.177
C 0.488 2.119 -1.288 -0.189
C 2.969 -1.004 -2.927 -0.153
N 0.017 -1.631 -1.409 0.109
S -1.816 0.186 -1.264 1.009
C 1.255 -2.063 -1.534 -0.321
C -0.220 -0.282 -1.406 -0.642
C 0.792 0.676 -1.190 -0.174
C -5.896 0.350 1.900 -0.092
C -5.663 -0.464 0.764 -0.066
C -4.819 0.929 2.525 -0.116
C -4.348 -0.722 0.389 -0.067
C -3.564 0.765 2.046 -0.086
C -3.224 -0.085 0.990 -0.283
N 1.526 -3.411 -1.503 0.149
C -1.753 -0.089 0.588 -0.331
C 2.451 -1.123 -1.522 -0.205
C 3.724 1.760 0.357 -0.205
C 2.973 0.947 1.383 -0.166
C 3.331 1.278 -0.972 -0.117
C 2.061 -0.050 0.647 -0.092
C 2.175 0.176 -0.895 -0.370
H -6.800 0.521 2.418 0.085
H -6.504 -0.906 0.236 0.102
H -4.973 1.613 3.476 0.147
H -4.192 -1.203 -0.561 0.083
H -2.694 1.173 2.511 0.101
H 0.799 -4.098 -1.495 0.098
H 2.524 -3.788 -1.745 0.166
H -1.283 -0.976 1.027 0.105
H -1.322 0.801 0.991 0.062
H 3.241 -1.643 -0.892 0.173
H 3.628 2.887 0.538 0.144
H 4.779 1.437 0.493 0.115
H 3.750 0.369 1.910 0.113
H 2.541 1.606 2.057 0.084
H 4.175 0.654 -1.456 0.137
H 3.071 2.072 -1.673 0.116
H 2.466 -1.048 0.866 0.112
H 1.009 -0.089 1.064 0.127
```

The highest occupied orbital energy comes out at -8.4 eV. The calculation puts the LUMO energy at -0.3 eV. Its SMILES is N#CC1=C(SCc2ccccc2)N=C(N)[C@@H](C#N)C12CCCC2.

Which of them is the most stable, and which is the least stable? P) and Q), in that order.

P) # C20H25NO2

A single C20H25NO2 molecule (wB97M-V/def2-TZVPD, OMol25).

```
48
Properties=species:S:1:pos:R:3:lowdin_charge:R:1
C 6.645 0.466 1.144 -0.081
O 5.629 1.397 0.851 -0.074
C 4.497 1.024 0.183 -0.201
C 3.704 2.093 -0.225 0.001
C 2.515 1.903 -0.901 -0.047
C 2.086 0.620 -1.200 -0.254
C 2.870 -0.452 -0.797 0.009
C 4.060 -0.282 -0.102 -0.182
O 4.828 -1.340 0.328 -0.117
C 4.389 -2.645 0.053 -0.082
H 4.333 -2.835 -1.024 0.098
H 5.139 -3.301 0.493 0.095
H 3.415 -2.849 0.510 0.095
H 2.514 -1.445 -1.020 0.108
C 0.776 0.380 -1.889 -0.131
H 0.808 -0.564 -2.434 0.115
H 0.574 1.187 -2.595 0.113
C -0.386 0.318 -0.880 -0.189
N -0.256 -0.839 -0.008 -0.219
C 0.188 -0.506 1.327 -0.089
H 0.324 -1.424 1.898 0.086
H -0.510 0.146 1.874 0.083
H 1.147 0.006 1.259 0.077
C -1.399 -1.741 -0.047 -0.201
C -2.684 -1.121 0.416 -0.079
C -3.720 -0.880 -0.384 -0.066
C -4.975 -0.234 -0.024 -0.226
C -5.183 0.393 1.206 -0.036
C -6.391 0.996 1.497 -0.086
C -7.420 0.987 0.569 -0.095
C -7.229 0.373 -0.657 -0.088
C -6.020 -0.228 -0.950 -0.046
H -5.878 -0.705 -1.909 0.108
H -8.025 0.364 -1.387 0.101
H -8.364 1.460 0.800 0.099
H -6.532 1.478 2.454 0.102
H -4.391 0.418 1.938 0.103
H -3.664 -1.210 -1.416 0.111
H -2.706 -0.827 1.456 0.100
H -1.155 -2.602 0.584 0.118
H -1.505 -2.094 -1.078 0.120
H -1.326 0.259 -1.437 0.111
H -0.406 1.248 -0.298 0.125
H 1.925 2.757 -1.198 0.113
H 4.057 3.085 0.010 0.119
H 7.461 1.058 1.560 0.092
H 6.321 -0.274 1.879 0.091
H 6.993 -0.048 0.245 0.096
```

The highest occupied orbital energy comes out at -7.8 eV. The calculation puts the LUMO energy at 0.7 eV. Its SMILES is COc1ccc(CCN(C)C/C=C/c2ccccc2)cc1OC.

Q) # C20H25NO2

A single C20H25NO2 molecule (wB97M-V/def2-TZVPD, OMol25).

```
48
Properties=species:S:1:pos:R:3:lowdin_charge:R:1
C -0.861 1.599 3.238 -0.088
O -0.271 2.052 2.048 -0.115
C 0.566 1.201 1.364 -0.199
C 0.896 -0.070 1.816 -0.006
C 1.714 -0.917 1.090 -0.039
C 2.226 -0.517 -0.132 -0.242
C 1.923 0.761 -0.573 0.028
C 1.114 1.634 0.145 -0.205
O 0.923 2.841 -0.466 -0.076
C 0.360 3.928 0.234 -0.075
H 0.902 4.133 1.160 0.098
H 0.460 4.780 -0.439 0.095
H -0.695 3.762 0.460 0.073
H 2.310 1.124 -1.514 0.130
C 3.083 -1.417 -0.980 -0.130
H 4.114 -1.388 -0.616 0.120
H 3.097 -1.022 -1.998 0.104
C 2.629 -2.887 -0.990 -0.209
N 1.197 -3.041 -0.849 -0.250
C 0.807 -4.410 -0.618 -0.097
H -0.265 -4.450 -0.432 0.083
H 1.322 -4.792 0.263 0.083
H 1.038 -5.075 -1.469 0.087
C 0.386 -2.388 -1.870 -0.180
C -0.667 -1.565 -1.194 -0.062
C -0.947 -0.303 -1.509 -0.066
C -1.899 0.574 -0.844 -0.221
C -2.081 1.867 -1.338 -0.044
C -2.946 2.751 -0.723 -0.095
C -3.653 2.363 0.402 -0.092
C -3.487 1.082 0.903 -0.095
C -2.621 0.198 0.290 -0.039
H -2.497 -0.793 0.699 0.107
H -4.038 0.774 1.781 0.104
H -4.327 3.054 0.888 0.099
H -3.068 3.749 -1.121 0.105
H -1.524 2.180 -2.209 0.116
H -0.416 0.155 -2.334 0.117
H -1.166 -2.065 -0.378 0.106
H -0.086 -3.136 -2.529 0.123
H 1.005 -1.746 -2.498 0.118
H 3.080 -3.406 -0.139 0.113
H 3.014 -3.370 -1.908 0.123
H 1.933 -1.897 1.480 0.112
H 0.500 -0.421 2.756 0.104
H -0.112 1.401 4.013 0.096
H -1.510 2.410 3.566 0.097
H -1.463 0.701 3.073 0.085
```

The highest occupied orbital energy comes out at -7.6 eV. The calculation puts the LUMO energy at 0.8 eV. Its SMILES is COc1ccc(CCN(C)C/C=C/c2ccccc2)cc1OC.

Which of them is the most stable, and which is the least stable? Q) and P), in that order.

P) # H21O11

11 unconnected molecules or ions with the total composition H21O11 (wB97M-V/def2-TZVPD, OMol25).

```
32
Properties=species:S:1:pos:R:3:lowdin_charge:R:1
O 1.035 3.690 2.188 -0.012
H 0.461 3.934 1.621 -0.107
H 1.013 2.725 1.987 0.035
O 4.212 -0.691 -0.320 -0.093
H 3.938 -0.317 0.517 0.014
H 3.898 -0.168 -1.072 0.054
O 0.241 2.000 -2.734 -0.058
H -2.393 0.533 2.200 0.045
H 1.089 -2.913 -2.117 0.069
O 0.327 1.549 0.334 -0.292
H 0.655 1.597 -0.585 -0.011
H -0.667 0.798 -0.280 0.033
O -3.290 1.526 -1.052 -0.077
H -3.079 -2.608 1.199 0.012
H 1.108 0.336 0.572 0.103
O 0.096 -3.294 -2.120 -0.196
H -0.202 -3.839 -2.922 0.044
H 1.796 -0.876 1.491 -0.014
O 2.037 -0.400 0.744 -0.203
H -0.386 2.233 -1.995 0.046
O -3.072 0.874 2.861 -0.101
H -0.204 1.237 -2.938 -0.034
H -2.730 0.431 3.662 0.034
O 1.970 -2.507 -0.615 -0.160
H 2.986 -2.363 -0.297 0.110
H 1.555 -1.829 -0.070 -0.024
O -2.583 -2.019 1.711 -0.008
H -2.747 2.033 -0.323 0.096
H -1.756 -1.829 1.314 0.010
O -1.178 0.208 -1.163 -0.248
H -3.147 0.664 -0.930 -0.086
H -0.984 -0.716 -0.866 0.018
```

The highest occupied orbital energy comes out at -6.5 eV. As for the net charge: -1. The calculation puts the LUMO energy at 2.8 eV.

Q) # H21O11

11 unconnected molecules or ions with the total composition H21O11 (wB97M-V/def2-TZVPD, OMol25).

```
32
Properties=species:S:1:pos:R:3:lowdin_charge:R:1
O -1.921 -2.040 1.071 -0.227
H -1.031 -1.414 1.226 0.013
H -1.632 -2.635 1.910 0.107
O 1.257 -2.322 0.855 -0.065
H 0.349 -1.990 0.690 0.020
H 1.417 -1.988 1.737 0.027
O 2.272 3.316 0.170 -0.135
H -3.689 -0.942 -0.194 0.039
H 1.128 1.236 -2.889 0.059
O -0.177 -0.278 1.820 -0.304
H -0.660 0.093 2.482 -0.043
H 0.330 0.772 0.900 0.101
O -1.873 1.683 -1.528 -0.067
H -1.595 -0.623 -2.685 0.003
H 2.230 1.065 3.397 0.053
O 0.926 1.132 -3.864 -0.080
H 0.403 0.327 -3.890 0.004
H 1.485 -0.018 2.614 0.000
O 2.387 0.131 3.062 -0.134
H 1.806 2.631 0.635 -0.027
O -4.211 -0.607 0.578 -0.066
H 1.683 3.985 -0.423 0.117
H -3.741 -1.097 1.185 -0.060
O 3.640 -1.158 0.259 -0.038
H 2.733 -1.352 0.493 -0.031
H 3.623 -1.675 -0.486 -0.026
O -1.582 -1.402 -3.276 -0.103
H -1.624 2.235 -0.820 -0.011
H -2.556 -1.271 -3.624 0.102
O 0.049 1.672 0.242 -0.122
H -1.815 0.782 -1.134 0.036
H 0.386 1.752 -0.513 -0.138
```

The highest occupied orbital energy comes out at -7.0 eV. As for the net charge: -1. The calculation puts the LUMO energy at 2.8 eV.

Which of them is the most stable, and which is the least stable? Q) and P), in that order.